2 unconnected molecules or ions with the total composition C2H4O3P2 at a distorted geometry, computed with ωB97M-V with the def2-TZVPD basis set.

XYZ file:
```
11
C2H4O3P2 (ωB97M-V with the def2-TZVPD basis set)
C -0.06 1.14 -0.10
C -1.20 0.53 -0.48
O 5.09 -0.41 -0.18
O 2.31 -0.54 -2.51
O 3.49 0.22 1.65
P 2.54 0.44 -1.44
P 3.67 -0.49 0.34
H 0.01 1.32 0.90
H -2.03 0.41 0.22
H -1.36 0.43 -1.61
H 3.09 -1.76 0.35
```

Highest occupied orbital energy: 0.83 eV
Charge: -2
Energy above the lowest of the compared OMol25 structures with the same formula, charge and spin: 40.3 kcal/mol
E_LUMO: 7.015 eV
Energy: -986.96040 Eh